No. 1
DFT (ωB97M-V/def2-TZVPD) results for a structure of composition C37H62N12NaO2 in a non-equilibrium geometry.

Each line ends with the Löwdin charge.
CARTESIAN COORDINATES (ANGSTROEM)
1 Na -0.364 0.948 0.066  0.29
2 C -0.924 -4.451 -2.894  -0.08
3 N -0.621 -3.337 -3.765  -0.19
4 C -0.584 -3.686 -5.170  -0.09
5 C -1.171 -2.044 -3.489  -0.37
6 N -0.598 -1.172 -2.769  0.14
7 C 0.672 -1.436 -2.119  -0.19
8 C 1.597 -0.217 -2.281  -0.17
9 N 2.031 0.389 -1.018  -0.16
10 C 2.621 1.723 -1.231  -0.17
11 C 1.804 2.851 -0.620  -0.21
12 N 0.502 2.887 -1.249  0.10
13 C -0.015 3.998 -1.609  -0.37
14 N 0.530 5.253 -1.324  -0.17
15 C 0.398 6.347 -2.255  -0.09
16 C 0.724 5.639 0.064  -0.05
17 N -1.152 3.995 -2.411  -0.15
18 C -2.261 4.848 -2.005  -0.05
19 C -1.591 2.700 -2.898  -0.08
20 C 2.938 -0.483 -0.280  -0.19
21 C 3.065 -0.133 1.201  -0.21
22 N 1.847 -0.381 1.937  0.14
23 C 1.920 -0.994 3.061  -0.40
24 N 3.087 -1.598 3.642  -0.21
25 C 3.661 -2.770 3.026  -0.08
26 C 4.032 -0.667 4.221  -0.07
27 N 0.844 -1.072 3.890  -0.14
28 C 0.754 -2.043 4.960  -0.06
29 C -0.341 -0.275 3.617  -0.03
30 N -2.351 -1.718 -4.168  -0.15
31 C -2.782 -0.336 -4.027  -0.07
32 C -3.467 -2.647 -4.035  -0.06
33 H -0.067 -5.131 -2.850  0.09
34 H -1.792 -5.039 -3.226  0.08
35 H -1.118 -4.090 -1.890  0.08
36 H -1.552 -4.039 -5.557  0.07
37 H 0.153 -4.480 -5.317  0.08
38 H -0.280 -2.821 -5.758  0.09
39 H 1.145 -2.348 -2.500  0.11
40 H 0.458 -1.591 -1.056  0.09
41 H 1.042 0.545 -2.826  0.10
42 H 2.476 -0.488 -2.894  0.12
43 H 2.725 1.906 -2.306  0.12
44 H 3.632 1.758 -0.809  0.11
45 H 2.358 3.792 -0.729  0.12
46 H 1.662 2.668 0.449  0.08
47 H 0.172 5.969 -3.249  0.09
48 H 1.341 6.902 -2.295  0.08
49 H -0.387 7.061 -1.967  0.07
50 H 0.680 4.770 0.717  0.06
51 H -0.061 6.330 0.391  0.09
52 H 1.693 6.133 0.189  0.09
53 H -2.799 5.206 -2.886  0.09
54 H -1.901 5.703 -1.440  0.07
55 H -2.961 4.301 -1.366  0.08
56 H -0.746 2.156 -3.315  0.07
57 H -2.340 2.861 -3.677  0.09
58 H -2.033 2.078 -2.110  0.09
59 H 3.948 -0.433 -0.728  0.12
60 H 2.596 -1.516 -0.371  0.11
61 H 3.318 0.932 1.281  0.11
62 H 3.928 -0.678 1.594  0.08
63 H 2.869 -3.461 2.739  0.06
64 H 4.291 -3.276 3.764  0.09
65 H 4.284 -2.576 2.142  0.08
66 H 3.495 0.186 4.635  0.09
67 H 4.766 -0.284 3.498  0.08
68 H 4.581 -1.155 5.033  0.08
69 H 1.369 -2.917 4.760  0.07
70 H -0.285 -2.366 5.044  0.08
71 H 1.059 -1.623 5.925  0.08
72 H -0.053 0.718 3.278  0.06
73 H -0.900 -0.162 4.547  0.09
74 H -0.975 -0.735 2.861  0.08
75 H -3.561 -0.148 -4.769  0.08
76 H -1.939 0.327 -4.206  0.06
77 H -3.179 -0.132 -3.027  0.08
78 H -3.116 -3.674 -4.029  0.05
79 H -4.025 -2.461 -3.110  0.09
80 H -4.141 -2.525 -4.887  0.08
81 O -4.026 -0.977 -0.747  -0.02
82 C -2.925 -0.999 -0.171  -0.63
83 O -2.111 -0.073 0.016  -0.08
84 C -2.478 -2.391 0.314  -0.17
85 C -3.456 -3.415 0.464  0.00
86 C -3.075 -4.646 0.896  -0.02
87 C -1.704 -4.894 1.166  -0.17
88 C -1.198 -6.150 1.574  -0.05
89 C 0.142 -6.326 1.782  -0.10
90 C 1.037 -5.249 1.593  -0.09
91 C 0.571 -4.025 1.205  -0.02
92 C -0.810 -3.819 0.983  -0.22
93 N -1.212 -2.584 0.574  0.18
94 H -4.481 -3.168 0.229  0.11
95 H -3.800 -5.440 1.038  0.11
96 H -1.889 -6.974 1.712  0.11
97 H 0.521 -7.292 2.091  0.09
98 H 2.098 -5.401 1.755  0.09
99 H 1.227 -3.177 1.045  0.09
100 C -2.665 3.147 1.240  -0.06
101 C -1.459 3.639 1.984  -0.41
102 C -1.363 4.750 2.812  -0.12
103 C -0.052 4.721 3.352  -0.12
104 C 0.556 3.594 2.811  -0.45
105 C 1.954 3.103 3.043  -0.07
106 N -0.292 2.936 1.968  0.06
107 H -3.357 3.967 1.035  0.06
108 H -3.214 2.382 1.798  0.07
109 H -2.389 2.685 0.288  0.04
110 H -2.142 5.473 3.018  0.07
111 H 0.391 5.422 4.048  0.07
112 H 2.293 3.349 4.054  0.06
113 H 2.681 3.539 2.345  0.06
114 H 1.992 2.020 2.921  0.03

Calculated values
Electronic energy (eV): -65770.3294
F_max (eV/Å): 1.109
Lowest unoccupied orbital energy (Eh): 0.0776
Net charge: -1

No. 2
DFT (ωB97M-V/def2-TZVPD) results for a cluster of 12 separate species, C40H85F3NO22S7 in total in a non-equilibrium geometry.

Each line ends with the Löwdin charge.
CARTESIAN COORDINATES (ANGSTROEM)
1 N 9.555 -39.920 25.654  0.36
2 H 10.077 -40.687 25.256  0.15
3 H 9.945 -39.741 26.568  0.15
4 H 8.585 -40.200 25.700  0.16
5 H 9.648 -39.108 25.062  0.14
6 C 2.410 -39.882 25.410  -0.72
7 F 2.323 -40.981 24.720  0.14
8 F 2.788 -38.943 24.572  0.13
9 F 1.218 -39.562 25.866  0.13
10 S 3.647 -40.169 26.916  0.46
11 O 3.589 -38.975 27.763  -0.37
12 O 3.188 -41.391 27.584  -0.37
13 O 4.958 -40.331 26.323  -0.39
14 C 7.806 -35.297 24.825  -0.14
15 C 8.903 -34.962 23.832  -0.69
16 C 9.643 -33.716 24.488  -0.10
17 O 9.592 -36.089 23.392  -0.39
18 H 7.167 -36.112 24.487  0.06
19 H 7.253 -34.426 25.177  0.05
20 H 8.301 -35.679 25.718  0.05
21 H 8.366 -34.596 22.957  0.09
22 H 10.205 -33.986 25.382  0.05
23 H 8.954 -32.941 24.823  0.04
24 H 10.409 -33.318 23.822  0.04
25 O 9.360 -41.469 32.914  -0.30
26 S 9.799 -40.260 32.226  0.68
27 O 9.762 -40.157 30.762  -0.31
28 O 8.888 -39.050 32.863  -0.26
29 C 8.929 -37.822 32.280  -0.35
30 C 7.708 -37.069 32.786  -0.05
31 C 11.413 -39.804 32.935  -0.10
32 H 9.147 -37.818 31.212  0.12
33 H 9.790 -37.296 32.691  0.11
34 H 7.825 -36.001 32.605  0.08
35 H 7.507 -37.293 33.833  0.08
36 H 6.822 -37.433 32.265  0.08
37 H 12.028 -40.703 32.893  0.07
38 H 11.252 -39.376 33.925  0.08
39 H 11.777 -39.070 32.216  0.06
40 O 12.232 -36.854 17.312  -0.30
41 S 12.336 -35.407 17.147  0.70
42 O 13.260 -34.757 16.227  -0.30
43 O 10.801 -34.742 16.748  -0.28
44 C 9.691 -35.272 17.376  -0.34
45 C 8.824 -34.104 17.728  -0.07
46 C 12.494 -34.629 18.760  -0.11
47 H 9.932 -35.837 18.277  0.12
48 H 9.206 -35.838 16.580  0.12
49 H 9.272 -33.707 18.639  0.08
50 H 7.763 -34.283 17.907  0.08
51 H 8.940 -33.286 17.018  0.08
52 H 11.888 -35.232 19.436  0.07
53 H 12.193 -33.581 18.743  0.08
54 H 13.573 -34.638 18.915  0.07
55 O 13.615 -42.485 23.524  -0.33
56 S 14.550 -42.474 22.380  0.69
57 O 15.765 -41.654 22.474  -0.32
58 O 14.963 -44.047 22.072  -0.29
59 C 16.011 -44.357 21.139  -0.27
60 C 16.801 -45.550 21.691  -0.06
61 C 13.584 -41.946 20.815  -0.08
62 H 16.633 -43.464 21.068  0.11
63 H 15.490 -44.626 20.220  0.12
64 H 17.410 -45.200 22.524  0.08
65 H 17.411 -45.832 20.833  0.08
66 H 16.131 -46.365 21.968  0.08
67 H 14.387 -41.826 20.088  0.06
68 H 12.994 -41.037 20.929  0.07
69 H 12.892 -42.767 20.627  0.06
70 O 1.204 -31.735 27.734  -0.29
71 S 1.538 -32.649 26.686  0.64
72 O 0.588 -33.579 26.113  -0.29
73 O 2.213 -31.838 25.402  -0.27
74 C 2.375 -32.596 24.210  -0.30
75 C 3.548 -32.002 23.408  -0.06
76 C 3.041 -33.503 27.301  -0.09
77 H 1.531 -32.567 23.522  0.12
78 H 2.535 -33.659 24.391  0.11
79 H 3.291 -30.994 23.082  0.07
80 H 3.647 -32.580 22.490  0.08
81 H 4.493 -31.959 23.949  0.08
82 H 3.291 -34.226 26.524  0.06
83 H 2.709 -34.028 28.197  0.07
84 H 3.805 -32.755 27.510  0.07
85 O 11.221 -31.686 33.894  -0.33
86 S 12.522 -32.290 33.442  0.71
87 O 12.690 -33.715 33.250  -0.30
88 O 13.011 -31.415 32.061  -0.28
89 C 12.413 -31.827 30.793  -0.25
90 C 10.933 -31.532 30.855  -0.10
91 C 13.901 -31.750 34.551  -0.10
92 H 12.450 -32.907 30.654  0.11
93 H 12.842 -31.313 29.933  0.12
94 H 10.767 -30.509 31.193  0.08
95 H 10.410 -32.175 31.564  0.07
96 H 10.437 -31.674 29.894  0.08
97 H 14.815 -32.162 34.122  0.06
98 H 13.666 -32.130 35.545  0.07
99 H 13.905 -30.662 34.489  0.06
100 O 15.709 -38.164 28.296  -0.32
101 S 15.057 -36.838 28.242  0.71
102 O 13.612 -36.681 28.484  -0.30
103 O 15.876 -35.910 29.354  -0.28
104 C 17.270 -35.851 29.311  -0.32
105 C 17.864 -35.249 30.589  -0.05
106 C 15.501 -36.011 26.624  -0.09
107 H 17.451 -35.285 28.398  0.11
108 H 17.695 -36.847 29.186  0.11
109 H 17.190 -34.411 30.770  0.08
110 H 18.881 -34.874 30.471  0.08
111 H 17.878 -35.961 31.414  0.08
112 H 16.516 -36.222 26.288  0.07
113 H 15.501 -34.934 26.794  0.06
114 H 14.637 -36.256 26.006  0.07
115 C 5.537 -42.432 17.753  -0.08
116 C 5.504 -41.048 17.585  -0.10
117 C 5.916 -40.137 18.550  -0.10
118 C 6.358 -40.652 19.714  -0.10
119 C 6.459 -42.032 19.927  -0.11
120 C 6.022 -42.902 18.991  -0.11
121 H 5.185 -43.164 17.041  0.09
122 H 5.119 -40.642 16.661  0.09
123 H 5.681 -39.094 18.394  0.11
124 H 6.635 -39.993 20.523  0.11
125 H 6.976 -42.351 20.820  0.10
126 H 6.134 -43.948 19.238  0.10
127 C 4.002 -26.408 26.174  -0.09
128 C 4.507 -27.262 27.121  -0.13
129 C 5.723 -27.832 26.965  -0.09
130 C 6.527 -27.406 25.872  -0.06
131 C 6.029 -26.437 24.977  -0.12
132 C 4.780 -25.939 25.113  -0.11
133 H 2.982 -26.100 26.350  0.10
134 H 3.818 -27.580 27.890  0.11
135 H 5.836 -28.562 27.752  0.10
136 H 7.508 -27.812 25.677  0.09
137 H 6.645 -26.162 24.134  0.10
138 H 4.457 -25.245 24.351  0.10
139 C 13.088 -26.526 22.474  -0.13
140 C 12.139 -25.622 21.687  -0.25
141 C 12.929 -24.362 21.279  -0.27
142 C 12.136 -23.427 20.431  -0.21
143 C 13.220 -22.486 19.865  -0.32
144 C 13.766 -22.925 18.590  -0.14
145 H 12.576 -27.412 22.849  0.07
146 H 13.742 -26.070 23.218  0.07
147 H 13.857 -26.942 21.823  0.06
148 H 11.730 -26.125 20.811  0.11
149 H 11.296 -25.286 22.290  0.10
150 H 13.881 -24.653 20.836  0.11
151 H 13.293 -23.853 22.171  0.12
152 H 11.665 -23.942 19.593  0.11
153 H 11.378 -22.897 21.008  0.11
154 H 12.721 -21.527 19.729  0.10
155 H 14.038 -22.348 20.571  0.11
156 H 14.163 -23.925 18.760  0.08
157 H 13.124 -22.857 17.712  0.08
158 H 14.660 -22.316 18.458  0.08

Calculated values
Electronic energy (eV): -173383.9921
F_max (eV/Å): 4.567
Lowest unoccupied orbital energy (Eh): 0.0266
Net charge: -1

No. 3
DFT (ωB97M-V/def2-TZVPD) results for a cluster of 2 separate species, C6H15NO in total in a non-equilibrium geometry.

Each line ends with the natural charge from an NBO analysis.
CARTESIAN COORDINATES (ANGSTROEM)
1 C 0.260 -0.598 3.378  0.51
2 N 0.340 -1.466 2.298  -0.62
3 C -0.839 -2.315 2.039  -0.44
4 O -0.771 -0.465 4.065  -0.62
5 H 1.105 0.068 3.531  0.13
6 H 1.181 -1.413 1.761  0.40
7 H -1.519 -2.232 2.923  0.25
8 H -0.596 -3.339 1.818  0.20
9 H -1.426 -1.978 1.183  0.19
10 C 1.887 1.427 -2.476  -0.60
11 C -1.571 0.478 -0.844  -0.60
12 C -0.174 0.402 -1.411  -0.40
13 C 0.484 1.685 -1.803  -0.39
14 H 2.566 0.889 -1.815  0.20
15 H 2.420 2.328 -2.776  0.21
16 H 1.725 0.822 -3.360  0.20
17 H -1.894 -0.561 -0.648  0.20
18 H -2.290 0.960 -1.531  0.20
19 H -1.587 1.067 0.134  0.21
20 H -0.243 -0.246 -2.302  0.19
21 H 0.450 -0.108 -0.644  0.18
22 H -0.139 2.200 -2.557  0.19
23 H 0.634 2.394 -0.964  0.20

Calculated values
Electronic energy (eV): -10002.6885
F_max (eV/Å): 2.858
Lowest unoccupied orbital energy (Eh): 0.0287
Relative energy (zero: lowest compared OMol25 entry of this formula, charge and spin) (eV): 1.069
Structure (SMILES): CNC=O.CCCC

No. 4
DFT (ωB97M-V/def2-TZVPD) results for a cluster of 2 separate species, C4H12O in total in a non-equilibrium geometry.

Each line ends with the natural charge from an NBO analysis.
CARTESIAN COORDINATES (ANGSTROEM)
1 C -1.111 -0.361 -1.182  -0.64
2 C -0.585 0.986 -0.672  -0.40
3 C 0.077 1.019 0.758  -0.39
4 C -0.701 0.056 1.700  -0.62
5 H -0.495 -1.222 -1.452  0.22
6 H -1.564 -0.152 -2.156  0.21
7 H -1.930 -0.718 -0.566  0.20
8 H -1.280 1.814 -0.615  0.20
9 H 0.245 1.272 -1.324  0.20
10 H 0.234 2.079 1.012  0.20
11 H 1.115 0.640 0.805  0.18
12 H -1.776 0.160 1.474  0.20
13 H -0.767 0.436 2.717  0.22
14 H -0.366 -0.958 1.543  0.21
15 H 3.269 -1.075 -1.113  0.47
16 H 2.671 -2.019 0.000  0.47
17 O 2.963 -1.958 -0.930  -0.95

Calculated values
Electronic energy (eV): -6389.3528
F_max (eV/Å): 2.987
Lowest unoccupied orbital energy (Eh): 0.0298
Relative energy (zero: lowest compared OMol25 entry of this formula, charge and spin) (eV): 0.768
Structure (SMILES): CCCC.O

For reference, E_HOMO by record: -3.34, -3.89, -9.80, -10.84 eV.